# C8H8O

A single C8H8O molecule (the ωB97M-V functional and the def2-TZVPD basis, the Open Molecules 2025 dataset).

Net charge: 0
Energy relative to the best compared isomer or geometry (same formula, charge and spin) in kcal/mol: 195.48
Gap between HOMO and LUMO in eV: 10.0180
E_LUMO in Eh: 0.0274
Structure (SMILES): C#C[C@@]12C=CC[C@H]1CO2
Multiplicity: 1

CARTESIAN COORDINATES (ANGSTROEM)
1 C 0.645 2.360 1.406
2 C 0.340 1.154 1.031
3 C 0.282 -0.186 0.358
4 C -0.156 -1.378 0.998
5 C -1.476 -1.438 0.423
6 C -1.739 -0.388 -0.860
7 C -0.291 -0.235 -1.175
8 C 1.003 0.482 -1.444
9 O 1.619 -0.242 -0.270
10 H 0.568 3.400 1.999
11 H 0.113 -1.939 1.852
12 H -2.390 -1.674 1.061
13 H -2.556 0.317 -0.380
14 H -2.347 -0.978 -1.677
15 H 0.056 -1.101 -1.432
16 H 1.114 0.023 -2.469
17 H 0.836 1.666 -1.221